DFT (wB97M-V/def2-TZVPD) results for C3H3NO4 in the gas phase at a distorted geometry.

Properties
E_tot: -12833.9304 eV
frontier orbital gap: 8.4821 eV
energy above the lowest of the compared OMol25 structures with the same formula, charge and spin: 147.42 kcal per mole
structure (SMILES): O/N=c1/occ(O)o1
HOMO level: -8.61 eV

Positions of all 11 atoms, in Å:
O -2.69755 -0.78242 -0.20150
N -2.19644 0.54761 -0.14298
C -0.86801 0.63881 0.14960
O 0.00019 1.78650 0.05478
C 1.21100 1.25586 -0.09754
C 1.14204 -0.09638 -0.06330
O 2.05481 -1.19898 -0.18247
O -0.16363 -0.53898 0.16333
H -2.12269 -1.48555 0.32067
H 2.11328 1.84504 -0.57350
H 1.52702 -1.97151 0.57291